Computed, not measured: a molecular structure, C22H18AuN4O2Se in a non-equilibrium geometry, with ωB97M-V/def2-TZVPD.

Output
orbital gap	5.7	eV
energy above the lowest of the compared OMol25 structures with the same formula, charge and spin	7.3	kJ/mol
calculated total energy	-3755.8376	Ha

Structure (ORCA input):
```
! RIJCOSX wB97M-V def2-TZVPD def2/J DEFGRID3
* xyz -1 1
Au 1.15 0.84 1.54
O 0.75 1.94 3.39
C 0.30 1.39 4.47
C 0.60 2.03 5.70
C 0.10 1.60 6.91
C -0.71 0.46 6.96
C -0.96 -0.22 5.80
C -0.48 0.19 4.54
C -0.76 -0.70 3.43
N -0.59 -0.45 2.19
N -0.91 -1.44 1.30
C -0.21 -1.44 0.19
O 0.82 -0.73 -0.10
C -0.66 -2.41 -0.85
C -0.52 -2.10 -2.20
C -0.84 -3.03 -3.18
C -1.30 -4.29 -2.82
C -1.47 -4.60 -1.48
C -1.16 -3.66 -0.50
H 1.24 2.91 5.65
H 0.34 2.14 7.82
H -1.12 0.12 7.90
H -1.57 -1.12 5.84
H -1.11 -1.70 3.71
H -0.16 -1.12 -2.47
H -0.72 -2.77 -4.23
H -1.53 -5.03 -3.58
H -1.83 -5.58 -1.19
H -1.30 -3.88 0.55
C 0.35 3.52 -1.07
N 1.04 2.46 -1.77
C 2.09 1.75 -1.28
Se 3.05 2.09 0.23
N 2.35 0.77 -2.18
C 1.46 0.82 -3.23
C 1.29 0.04 -4.37
C 0.26 0.39 -5.23
C -0.57 1.47 -4.97
C -0.40 2.26 -3.84
C 0.62 1.91 -2.97
H 0.83 3.66 -0.11
H -0.70 3.25 -0.92
H 0.40 4.45 -1.64
H 2.93 -0.01 -1.94
H 1.95 -0.79 -4.57
H 0.08 -0.22 -6.11
H -1.36 1.71 -5.67
H -1.04 3.11 -3.64
*
```

Atomic partial charges in e from the Mulliken method, atoms 1 to 6:
1. Au 0.61
2. O -0.85
3. C 0.37
4. C -0.45
5. C -0.33
6. C -0.60



Computed, not measured: a molecular structure, C22H18BN5O2PdS2, with ωB97M-V/def2-TZVPD.

Output
orbital gap (spin up / spin down)	6.2 / 6.2	eV
energy above the lowest of the compared OMol25 structures with the same formula, charge and spin	26.4	kJ/mol
calculated total energy	-2222.4753	Ha

Structure (ORCA input):
```
! RIJCOSX wB97M-V def2-TZVPD def2/J DEFGRID3
* xyz 0 1
Pd 0.02 -0.03 -0.04
B -1.97 3.11 0.06
N -1.70 2.29 1.35
C -2.15 2.73 2.53
C -1.72 1.89 3.53
C -0.99 0.92 2.85
N -0.99 1.16 1.54
N -1.27 2.56 -1.24
C -1.45 3.24 -2.38
C -0.83 2.56 -3.41
C -0.26 1.46 -2.80
N -0.54 1.46 -1.49
H -1.54 4.22 0.23
H -3.16 3.12 -0.15
H -2.72 3.65 2.57
H -1.88 1.97 4.59
H -0.47 0.07 3.26
H -2.03 4.14 -2.36
H -0.79 2.84 -4.45
H 0.33 0.68 -3.25
O 3.18 0.16 2.81
C 2.18 -0.37 2.38
O 1.74 -0.13 1.18
C 1.47 -1.42 3.19
C 1.98 -1.72 4.45
C 1.36 -2.66 5.27
C 0.20 -3.28 4.83
C -0.34 -2.97 3.59
C 0.31 -2.06 2.76
S -0.47 -1.91 1.19
H 2.87 -1.20 4.77
H 1.77 -2.89 6.24
H -0.31 -3.99 5.46
H -1.26 -3.43 3.27
S 2.60 -1.61 -3.29
C 3.46 -0.43 -2.40
C 2.74 0.11 -1.36
C 1.45 -0.47 -1.32
C 1.22 -1.41 -2.28
C -0.12 -1.95 -2.40
C -0.57 -2.85 -3.36
C -1.89 -3.24 -3.34
C -2.75 -2.73 -2.38
C -2.24 -1.85 -1.45
N -0.96 -1.47 -1.47
H 4.48 -0.20 -2.66
H 3.11 0.82 -0.65
H 0.12 -3.24 -4.10
H -2.26 -3.94 -4.08
H -3.79 -3.02 -2.33
H -2.85 -1.43 -0.66
*
```

Atomic partial charges in e from the Mulliken method, atoms 1 to 6:
1. Pd -0.59
2. B 0.18
3. N -0.31
4. C -0.22
5. C -1.26
6. C -0.14



Computed, not measured: 4 unconnected molecules or ions with the total composition C22H18BrF3O4S in a non-equilibrium geometry, with ωB97M-V/def2-TZVPD.

Output
orbital gap	9.3	eV
energy above the lowest of the compared OMol25 structures with the same formula, charge and spin	0.0	kJ/mol
calculated total energy	-4421.7669	Ha
structure (SMILES)	C#C[C@H]1OS(=O)(=O)O[C@H]1Br.Fc1ccccc1.Fc1ccccc1.Fc1ccccc1

Structure (ORCA input):
```
! RIJCOSX wB97M-V def2-TZVPD def2/J DEFGRID3
* xyz 0 1
C -1.61 -2.72 -0.71
C -0.54 -2.64 -0.19
C 0.56 -2.07 0.62
O 0.33 -0.69 0.93
S -0.15 -0.47 2.47
O -1.45 0.10 2.55
O 0.86 0.31 3.07
O -0.16 -2.02 2.88
C 0.69 -2.78 2.01
Br -0.14 -4.54 2.06
H -2.56 -2.73 -1.20
H 1.54 -2.11 0.13
H 1.73 -2.75 2.36
F -3.35 -0.49 -0.90
C -3.45 0.85 -0.79
C -3.10 1.46 0.40
C -3.21 2.85 0.50
C -3.66 3.59 -0.59
C -4.00 2.96 -1.77
C -3.89 1.58 -1.88
H -2.76 0.87 1.24
H -2.93 3.34 1.42
H -3.74 4.67 -0.50
H -4.36 3.54 -2.61
H -4.15 1.07 -2.80
F 4.84 2.21 2.14
C 4.09 2.92 3.01
C 4.58 4.12 3.49
C 3.81 4.85 4.38
C 2.57 4.37 4.80
C 2.10 3.16 4.31
C 2.86 2.43 3.41
H 5.54 4.48 3.16
H 4.17 5.80 4.76
H 1.98 4.94 5.50
H 1.14 2.77 4.63
H 2.51 1.49 3.01
F 0.49 -4.97 -2.24
C 0.37 -4.35 -3.43
C 1.22 -3.30 -3.73
C 1.10 -2.67 -4.96
C 0.13 -3.09 -5.87
C -0.71 -4.15 -5.55
C -0.59 -4.79 -4.32
H 1.96 -2.99 -3.01
H 1.76 -1.85 -5.22
H 0.04 -2.59 -6.83
H -1.47 -4.47 -6.25
H -1.23 -5.62 -4.06
*
```

Atomic partial charges in e from the Mulliken method, atoms 1 to 6:
1. C 0.05
2. C -0.73
3. C 0.35
4. O -0.32
5. S 1.00
6. O -0.60



Computed, not measured: a molecular structure, C22H18BrFN4O6Sn in a non-equilibrium geometry, with ωB97M-V/def2-TZVPD.

Output
orbital gap	8.5	eV
calculated total energy	-4407.8058	Ha

Structure (ORCA input):
```
! RIJCOSX wB97M-V def2-TZVPD def2/J DEFGRID3
* xyz 0 1
Sn 10.12 16.51 9.91
O 11.38 18.96 8.36
C 12.24 19.81 9.05
C 12.53 21.02 8.53
C 13.49 21.86 9.10
C 14.11 21.41 10.27
C 13.87 20.14 10.77
C 12.87 19.33 10.17
C 12.79 17.88 10.67
O 11.46 17.57 10.99
N 13.39 16.86 9.81
N 12.49 16.05 9.12
C 12.98 14.99 8.69
C 12.20 13.91 8.02
Br 10.63 14.27 7.10
C 12.62 12.64 8.12
C 11.90 11.42 7.68
C 10.59 11.21 8.09
C 9.91 10.13 7.64
C 10.47 9.25 6.75
C 11.82 9.35 6.45
C 12.57 10.44 6.95
H 10.76 19.37 7.76
H 11.95 21.34 7.65
H 13.75 22.82 8.74
H 14.74 22.04 10.82
H 14.42 19.73 11.71
H 13.41 17.89 11.58
H 13.95 16.27 10.32
H 14.00 14.74 8.81
H 13.60 12.50 8.54
H 10.13 11.89 8.78
H 8.89 9.90 8.00
H 9.91 8.42 6.28
H 12.29 8.60 5.83
H 13.63 10.47 6.74
F 6.47 14.45 15.34
C 7.16 13.57 14.56
C 8.40 13.91 14.16
N 9.21 13.05 13.53
C 10.44 13.52 12.97
C 10.13 14.54 11.82
O 9.26 15.40 12.06
O 10.78 14.52 10.71
C 8.83 11.73 13.34
O 9.69 10.91 13.04
N 7.53 11.44 13.63
C 6.54 12.29 14.15
O 5.40 11.96 14.38
H 8.91 14.88 14.40
H 11.07 12.71 12.67
H 10.96 14.11 13.81
H 7.32 10.49 13.48
*
```

Atomic partial charges in e from the Mulliken method, atoms 1 to 6:
1. Sn 0.85
2. O -0.44
3. C 0.83
4. C -0.54
5. C -0.69
6. C -0.58



Computed, not measured: a molecular structure, C22H18Cl2MoN3O7S in a non-equilibrium geometry, with ωB97M-V/def2-TZVPD.

Output
orbital gap (spin up / spin down)	4.3 / 5.9	eV
calculated total energy	-2926.5966	Ha

Structure (ORCA input):
```
! RIJCOSX wB97M-V def2-TZVPD def2/J DEFGRID3
* xyz 1 3
Mo -11.88 -12.69 -5.74
O -15.79 -13.99 -4.09
C -15.07 -12.98 -4.55
O -14.07 -13.14 -5.26
C -15.44 -11.67 -3.90
O -14.26 -10.89 -3.87
C -13.47 -10.81 -2.64
C -12.00 -10.81 -3.05
O -11.22 -9.87 -2.96
O -11.86 -11.93 -3.71
H -15.25 -14.77 -4.39
H -16.10 -11.21 -4.67
H -16.03 -12.00 -3.01
H -13.80 -9.99 -2.02
H -13.60 -11.75 -2.04
Cl -12.84 -10.43 -6.74
C -11.56 -9.45 -6.08
C -11.88 -8.22 -5.58
C -10.85 -7.34 -5.22
C -9.51 -7.71 -5.38
C -9.21 -9.02 -5.68
Cl -7.58 -9.51 -5.47
C -10.21 -9.96 -6.06
S -9.79 -11.65 -6.42
H -12.90 -7.99 -5.68
H -11.03 -6.33 -4.85
H -8.75 -6.99 -5.13
C -10.93 -13.40 -9.40
C -12.25 -13.08 -8.66
O -12.61 -13.65 -7.53
C -13.35 -12.49 -9.37
C -14.64 -12.63 -8.84
C -15.78 -12.11 -9.47
C -15.64 -11.41 -10.63
C -14.37 -11.33 -11.28
C -13.28 -11.93 -10.70
H -10.04 -13.21 -8.74
H -10.88 -12.86 -10.30
H -11.00 -14.51 -9.58
H -14.78 -13.16 -7.92
H -16.75 -12.22 -8.97
H -16.42 -10.82 -11.11
H -14.24 -10.79 -12.26
H -12.31 -11.83 -11.22
N -9.47 -15.84 -6.65
C -10.64 -15.60 -6.01
O -10.81 -14.52 -5.37
C -11.69 -16.57 -5.95
C -11.87 -17.60 -6.93
N -12.05 -18.49 -7.65
C -12.91 -16.15 -5.36
N -13.95 -15.90 -4.87
H -8.66 -15.20 -6.70
H -9.30 -16.79 -7.01
*
```

Atomic partial charges in e from the Mulliken method, atoms 1 to 6:
1. Mo 1.63
2. O -0.47
3. C 0.52
4. O -0.08
5. C -0.54
6. O -0.21